(1)
ORCA calculation (wB97M-V/def2-TZVPD) on a 18-piece molecular cluster, C54H156N12O18 overall in a non-equilibrium geometry.

CARTESIAN COORDINATES (ANGSTROEM)
C (5.5494, -0.7589, 1.1599)
O (5.1580, 0.2913, 1.9962)
H (6.5799, -1.1097, 1.1033)
H (4.7605, -1.5050, 1.0643)
H (5.5341, -0.2721, 0.1848)
H (5.3253, 0.0755, 2.9165)
C (4.7319, 3.6743, 2.4470)
O (5.2131, 5.0278, 2.2013)
H (5.5508, 3.0590, 2.8197)
H (3.8112, 3.6643, 3.0304)
H (4.5012, 3.3521, 1.4316)
H (4.4188, 5.5198, 1.9811)
C (-7.0652, -0.0978, 2.6797)
O (-7.0634, -0.4232, 4.0194)
H (-8.1301, 0.1039, 2.5637)
H (-6.5150, 0.8112, 2.4366)
H (-6.7548, -0.8201, 1.9248)
H (-7.8511, -0.9592, 4.1368)
C (-2.2218, -3.2240, 1.1642)
O (-3.3645, -3.9891, 0.8718)
H (-2.2253, -2.2175, 1.5824)
H (-1.6326, -3.8672, 1.8178)
H (-1.6540, -3.2327, 0.2338)
H (-3.9705, -3.8459, 1.6025)
C (-6.3284, 3.2312, 6.2762)
O (-5.0172, 2.7825, 5.9302)
H (-6.7055, 2.9753, 7.2664)
H (-6.4133, 4.3131, 6.1745)
H (-7.0391, 2.8425, 5.5469)
H (-4.7312, 3.5400, 5.4145)
C (-2.7862, 0.4998, 4.3924)
O (-3.6508, -0.6334, 4.4514)
H (-2.4149, 0.7920, 5.3746)
H (-2.0227, 0.1802, 3.6831)
H (-3.3461, 1.2812, 3.8786)
H (-4.5269, -0.2547, 4.5548)
C (1.5166, 2.9080, 5.1248)
C (0.0910, 2.9823, 5.5823)
C (-0.2371, 4.1072, 6.6855)
O (-0.1715, 5.3220, 5.9686)
C (-0.4372, 6.4005, 6.8698)
N (-0.8069, 3.0104, 4.4367)
H (2.2592, 2.7028, 5.8959)
H (1.8654, 3.8272, 4.6543)
H (1.6099, 2.1312, 4.3659)
H (-0.0912, 2.0168, 6.0543)
H (0.3355, 4.0256, 7.6094)
H (-1.2615, 3.8930, 6.9902)
H (0.4005, 6.7263, 7.4864)
H (-1.2371, 6.1439, 7.5643)
H (-0.7511, 7.3444, 6.4242)
H (-1.7059, 2.8649, 4.8735)
H (-0.9078, 3.9838, 4.1871)
C (3.1243, -3.3985, -4.1175)
C (3.9982, -2.9573, -5.2564)
C (5.1861, -3.8291, -5.5237)
O (5.9612, -3.8310, -4.3640)
C (7.2040, -4.3435, -4.5427)
N (3.2334, -2.7421, -6.4807)
H (2.2182, -2.7960, -4.1814)
H (3.6212, -3.2629, -3.1568)
H (2.9274, -4.4702, -4.1436)
H (4.3611, -1.9804, -4.9368)
H (5.6485, -3.6472, -6.4939)
H (4.8999, -4.8610, -5.7272)
H (7.9042, -3.7347, -5.1147)
H (7.2815, -5.3292, -5.0015)
H (7.8270, -4.3267, -3.6485)
H (3.7260, -2.3275, -7.2588)
H (2.6885, -3.5391, -6.7773)
C (-2.4377, 1.9241, -0.3410)
C (-1.7490, 1.4595, 0.9206)
C (-0.3524, 0.7922, 0.7324)
O (-0.3620, -0.2883, -0.1830)
C (0.9155, -0.6645, -0.5939)
N (-1.6121, 2.6372, 1.6951)
H (-2.4074, 1.2484, -1.1957)
H (-1.9813, 2.8586, -0.6675)
H (-3.4898, 1.9709, -0.0599)
H (-2.4355, 0.7391, 1.3653)
H (0.0231, 0.5050, 1.7145)
H (0.2318, 1.6488, 0.3960)
H (0.8191, -1.5385, -1.2381)
H (1.5768, -0.8966, 0.2409)
H (1.3980, 0.1058, -1.1954)
H (-1.1164, 2.4761, 2.5603)
H (-1.1249, 3.3626, 1.1885)
C (-2.6169, -1.0373, -6.5885)
C (-1.1288, -1.5099, -6.4290)
C (-0.9948, -2.3448, -5.0586)
O (-1.0767, -1.5037, -3.9168)
C (-2.2148, -1.8607, -3.1886)
N (-0.9572, -2.4431, -7.5009)
H (-3.3570, -1.8308, -6.6931)
H (-2.7195, -0.6559, -7.6044)
H (-2.9645, -0.4424, -5.7439)
H (-0.4215, -0.6809, -6.4068)
H (0.0336, -2.7038, -5.0978)
H (-1.7527, -3.1276, -5.0278)
H (-2.2870, -2.9353, -3.0211)
H (-3.0652, -1.5878, -3.8135)
H (-2.2018, -1.3800, -2.2104)
H (-0.9970, -1.8837, -8.3408)
H (-0.0179, -2.7836, -7.6486)
C (4.9651, 2.5326, -4.2171)
C (5.0283, 4.0547, -4.3011)
C (5.0796, 4.5733, -5.7826)
O (6.3497, 4.5679, -6.6258)
C (7.5732, 4.9883, -6.0911)
N (3.7981, 4.4968, -3.7057)
H (5.7265, 2.1944, -4.9198)
H (3.9790, 2.2250, -4.5651)
H (5.0328, 2.1042, -3.2171)
H (5.8721, 4.4781, -3.7562)
H (4.8859, 5.6459, -5.7943)
H (4.2389, 4.1258, -6.3126)
H (8.4019, 4.9072, -6.7946)
H (7.7842, 4.5601, -5.1112)
H (7.4342, 5.9939, -5.6941)
H (3.8181, 5.4290, -4.0941)
H (3.9641, 4.6594, -2.7228)
C (-1.3316, 7.9966, 3.3965)
C (-1.6966, 6.6069, 2.8389)
C (-1.9169, 6.4400, 1.2833)
O (-3.0697, 7.1512, 0.8558)
C (-3.0714, 7.3810, -0.5808)
N (-0.7249, 5.6668, 3.2826)
H (-0.4729, 8.3965, 2.8572)
H (-1.1710, 7.9480, 4.4735)
H (-2.1539, 8.6919, 3.2277)
H (-2.6670, 6.3410, 3.2579)
H (-2.0707, 5.4126, 0.9533)
H (-1.0281, 6.6297, 0.6815)
H (-4.1068, 7.4694, -0.9098)
H (-2.7851, 6.5896, -1.2736)
H (-2.6339, 8.3094, -0.9479)
H (0.0805, 5.6631, 2.6732)
H (-0.3777, 5.7971, 4.2221)
C (-2.1918, 4.3826, -7.8954)
C (-1.1926, 4.8859, -6.8920)
C (-1.7744, 5.3900, -5.5513)
O (-2.6105, 4.4588, -4.7829)
C (-1.9390, 3.4089, -4.0750)
N (-0.0980, 3.9476, -6.7444)
H (-1.8944, 4.6265, -8.9153)
H (-3.2026, 4.7786, -7.7984)
H (-2.1910, 3.2943, -7.8331)
H (-0.8476, 5.8253, -7.3238)
H (-2.4653, 6.1841, -5.8343)
H (-0.9988, 5.7229, -4.8615)
H (-1.1401, 3.8156, -3.4549)
H (-1.5672, 2.6112, -4.7180)
H (-2.6342, 2.8181, -3.4785)
H (0.7672, 4.4173, -6.5191)
H (-0.2635, 3.3533, -5.9447)
C (-3.2772, -4.2626, 4.7518)
C (-4.7215, -4.2761, 4.1121)
C (-5.9018, -4.1645, 5.0779)
O (-7.1173, -4.0088, 4.2572)
C (-8.1726, -3.6680, 5.1069)
N (-4.8011, -3.1684, 3.1455)
H (-3.0808, -3.4542, 5.4559)
H (-2.5117, -4.2437, 3.9761)
H (-3.1239, -5.2281, 5.2338)
H (-4.9866, -5.1295, 3.4880)
H (-5.8011, -3.3672, 5.8143)
H (-5.8993, -5.1008, 5.6360)
H (-9.1551, -3.7221, 4.6379)
H (-7.9709, -2.6178, 5.3178)
H (-8.2764, -4.2634, 6.0140)
H (-5.7957, -3.0564, 3.0105)
H (-4.4767, -2.4010, 3.7164)
C (2.4890, -8.8574, -1.2066)
C (2.5552, -7.4098, -0.7624)
C (1.1279, -6.8837, -0.1105)
O (1.0101, -5.6142, 0.4541)
C (0.8702, -4.5223, -0.4503)
N (3.6892, -7.1939, 0.0670)
H (3.4934, -9.1427, -1.5192)
H (1.7274, -8.9504, -1.9808)
H (2.1870, -9.4408, -0.3368)
H (2.6433, -6.8894, -1.7161)
H (0.7823, -7.6189, 0.6163)
H (0.3270, -7.0253, -0.8362)
H (0.8827, -3.5932, 0.1196)
H (-0.0402, -4.5961, -1.0450)
H (1.7575, -4.5668, -1.0818)
H (3.9156, -6.2181, -0.0614)
H (3.4308, -7.1418, 1.0419)
C (3.7713, -4.2066, 3.2022)
C (2.5091, -4.7487, 3.6811)
C (1.3473, -3.7216, 3.5165)
O (1.4801, -2.8117, 4.5521)
C (0.5088, -1.7971, 4.4726)
N (2.2636, -5.9832, 3.0215)
H (3.9500, -3.3344, 3.8311)
H (3.7225, -3.7926, 2.1951)
H (4.6052, -4.9075, 3.2418)
H (2.5190, -5.0854, 4.7178)
H (0.4044, -4.2410, 3.6879)
H (1.2838, -3.2436, 2.5389)
H (0.7476, -0.9194, 5.0732)
H (-0.3736, -2.2326, 4.9416)
H (0.3458, -1.4189, 3.4634)
H (1.8900, -5.8007, 2.1010)
H (1.5031, -6.4416, 3.5027)
C (8.1880, -4.2844, 2.3114)
C (7.6117, -5.6598, 1.9086)
C (6.8980, -5.6356, 0.5721)
O (6.1917, -4.3500, 0.4463)
C (5.6078, -4.0566, -0.8345)
N (8.5722, -6.7593, 1.9703)
H (9.0599, -4.1225, 1.6776)
H (8.6255, -4.4250, 3.2997)
H (7.5273, -3.4174, 2.3095)
H (6.7511, -6.0753, 2.4329)
H (6.1310, -6.4100, 0.5884)
H (7.5594, -5.8953, -0.2544)
H (5.1309, -3.0779, -0.8880)
H (4.8504, -4.8249, -0.9894)
H (6.4196, -4.0800, -1.5615)
H (9.4249, -6.5144, 1.4875)
H (8.2149, -7.5124, 1.3999)
C (-6.6645, 2.4172, -0.2982)
C (-7.7756, 3.0617, -1.1038)
C (-7.3236, 3.6054, -2.4758)
O (-6.2210, 4.4271, -2.3457)
C (-4.9696, 3.7645, -2.7165)
N (-8.8208, 2.0983, -1.1861)
H (-5.9167, 3.2019, -0.1843)
H (-6.3806, 1.4472, -0.7064)
H (-6.9037, 2.1552, 0.7325)
H (-7.9722, 3.9509, -0.5047)
H (-8.1137, 4.2289, -2.8941)
H (-7.1766, 2.7626, -3.1512)
H (-4.8300, 2.7353, -2.3856)
H (-4.2018, 4.4073, -2.2861)
H (-4.8174, 3.8410, -3.7932)
H (-8.8370, 1.5552, -0.3346)
H (-9.7278, 2.5277, -1.2997)

HOMO level = -8.77 eV
max |F| = 3.6 eV Å⁻¹
Kohn-Sham gap = 8.9 eV
spin multiplicity = 1
E = -113247.94168 eV
relative energy (zero: lowest compared OMol25 entry of this formula, charge and spin) = 0.0 kcal per mole

(2)
ORCA calculation (wB97M-V/def2-TZVPD) on an isolated ion of composition CH6N3O2 and charge +1 in a non-equilibrium geometry.

CARTESIAN COORDINATES (ANGSTROEM)
N (0.8586, 1.2241, -0.0916)
C (-0.0515, 0.2833, -0.1870)
N (-1.3875, 0.4547, -0.4316)
N (0.3018, -0.9030, 0.3163)
O (1.6364, -1.2248, 0.0892)
O (-0.6847, -1.8671, 0.0986)
H (1.8346, 0.9849, 0.0526)
H (0.5254, 2.0140, -0.7352)
H (-1.8966, 1.2803, -0.7326)
H (-1.9796, -0.3994, -0.3925)
H (2.0862, -1.4486, 0.8766)
H (-0.2622, -2.7287, 0.3562)

structure (SMILES) = NC(=[NH2+])N(O)O
HOMO level = -14.73 eV
max |F| = 4.1 eV Å⁻¹
Kohn-Sham gap = 11.0 eV
spin multiplicity = 1
E = -9689.96573 eV
charge = +1
relative energy (zero: lowest compared OMol25 entry of this formula, charge and spin) = 0.0 kcal per mole

(3)
ORCA calculation (wB97M-V/def2-TZVPD) on C28H12Cl92N5O3 as an isolated structure in a non-equilibrium geometry.

CARTESIAN COORDINATES (ANGSTROEM)
N (-5.3034, -9.1969, -1.6906)
C (-4.3649, -8.1464, -1.6683)
O (-3.2762, -8.3251, -1.3077)
C (-4.8700, -6.7745, -2.1881)
C (-3.7103, -5.9230, -2.7329)
N (-3.7129, -4.5093, -2.2800)
C (-3.4169, -4.3769, -0.8965)
N (-2.2927, -4.7913, -0.4596)
N (-4.3298, -3.7606, -0.1094)
C (-4.9447, -4.6566, 0.9001)
O (-4.0216, -5.1890, 1.8131)
N (-3.7059, -6.5124, 1.4677)
O (-3.2652, -7.0544, 2.3756)
H (-6.2014, -8.7923, -1.9334)
H (-5.0794, -9.8563, -2.4268)
H (-5.5416, -7.0144, -3.0277)
H (-5.4924, -6.2511, -1.4528)
H (-3.8298, -5.8911, -3.8282)
H (-2.7362, -6.4066, -2.5668)
H (-2.9104, -4.0890, -2.7472)
H (-1.9213, -4.4276, 0.4091)
H (-1.6851, -5.4359, -0.9753)
H (-5.0864, -3.4861, -0.7304)
H (-5.5725, -5.4487, 0.4683)
H (-5.6299, -4.0335, 1.4901)
C (-5.7999, -6.7648, -6.8091)
Cl (-7.2352, -6.5891, -5.7873)
Cl (-4.3503, -6.7850, -5.7821)
Cl (-5.8978, -8.2772, -7.7128)
Cl (-5.7013, -5.4063, -7.9319)
C (-5.4627, -2.0169, 9.3670)
Cl (-6.1631, -1.5419, 10.9161)
Cl (-5.7102, -3.7507, 9.1055)
Cl (-6.2519, -1.1118, 8.0630)
Cl (-3.7246, -1.6801, 9.3637)
C (-0.4128, 0.7452, 8.3983)
Cl (-1.1293, 2.1905, 9.1320)
Cl (-1.6346, -0.1715, 7.5021)
Cl (0.8727, 1.2388, 7.2870)
Cl (0.2616, -0.2791, 9.6673)
C (1.2384, -5.3780, -2.9711)
Cl (0.5899, -4.0396, -3.9190)
Cl (1.9355, -6.5835, -4.0503)
Cl (2.4798, -4.7860, -1.8640)
Cl (-0.0900, -6.1247, -2.0457)
C (2.9897, 4.2363, 5.8906)
Cl (3.0263, 2.5187, 5.4534)
Cl (1.5314, 4.5734, 6.8319)
Cl (4.4134, 4.6164, 6.8685)
Cl (2.9819, 5.2506, 4.4283)
C (5.2977, 8.9971, 7.5042)
Cl (4.6501, 9.4360, 9.0919)
Cl (4.9396, 7.2921, 7.1707)
Cl (4.5469, 10.0080, 6.2601)
Cl (7.0479, 9.2440, 7.4950)
C (-3.1306, 5.2951, 10.8797)
Cl (-2.5666, 4.2269, 12.1722)
Cl (-4.7779, 4.8462, 10.4013)
Cl (-3.1460, 6.9659, 11.4561)
Cl (-2.0267, 5.1537, 9.5019)
C (-0.1098, -3.5026, -8.2304)
Cl (0.7470, -1.9607, -8.3275)
Cl (0.0063, -4.3406, -9.7811)
Cl (0.6125, -4.4992, -6.9603)
Cl (-1.8124, -3.2076, -7.8468)
C (-3.9651, -0.6367, -10.4180)
Cl (-2.3525, -0.5207, -9.7024)
Cl (-5.0800, -1.3661, -9.2472)
Cl (-4.5380, 0.9785, -10.8493)
Cl (-3.8884, -1.6483, -11.8661)
C (0.4104, -8.1145, -11.6603)
Cl (0.4048, -9.7630, -12.2979)
Cl (1.7371, -7.9321, -10.5035)
Cl (0.6246, -6.9664, -12.9885)
Cl (-1.1277, -7.7899, -10.8468)
C (4.1115, -0.5749, 11.1137)
Cl (3.4519, 0.3408, 9.7538)
Cl (4.6654, -2.1543, 10.5416)
Cl (5.4725, 0.3139, 11.8214)
Cl (2.8575, -0.7990, 12.3426)
C (-2.8363, -2.9661, -15.8590)
Cl (-4.0069, -1.8924, -16.6348)
Cl (-1.2879, -2.1316, -15.6879)
Cl (-3.4280, -3.4270, -14.2546)
Cl (-2.6206, -4.4163, -16.8468)
C (-8.6139, -5.7601, 6.6076)
Cl (-9.7874, -4.9868, 5.5351)
Cl (-7.0195, -5.0161, 6.3690)
Cl (-9.1119, -5.5443, 8.2861)
Cl (-8.5164, -7.4854, 6.2341)
C (3.2184, 4.3563, 11.8355)
Cl (1.4646, 4.2958, 12.0840)
Cl (3.9014, 2.7351, 12.0421)
Cl (3.5579, 4.9323, 10.1978)
Cl (3.9440, 5.4593, 13.0122)
C (7.2407, 3.3267, 3.8583)
Cl (5.6061, 4.0042, 3.8335)
Cl (8.0998, 3.8052, 2.3900)
Cl (8.1082, 3.9510, 5.2676)
Cl (7.1502, 1.5607, 3.9558)
C (2.1367, 13.0013, 4.4891)
Cl (1.4724, 13.9803, 3.1756)
Cl (2.6429, 11.4248, 3.8496)
Cl (3.5254, 13.8312, 5.1986)
Cl (0.9003, 12.7581, 5.7297)
C (8.6008, 2.2422, -1.3483)
Cl (9.5041, 3.6838, -1.8277)
Cl (8.5678, 1.1142, -2.7142)
Cl (9.4009, 1.4971, 0.0431)
Cl (6.9495, 2.7002, -0.9071)
C (6.3473, 4.9180, -4.4291)
Cl (5.0213, 4.5997, -3.2997)
Cl (5.6856, 5.5017, -5.9625)
Cl (7.4477, 6.1313, -3.7628)
Cl (7.2193, 3.4002, -4.6848)
C (-4.3100, 3.3152, 6.4983)
Cl (-4.4146, 1.8976, 7.5430)
Cl (-5.3345, 3.0702, 5.0714)
Cl (-4.8682, 4.7236, 7.3935)
Cl (-2.6340, 3.5589, 5.9824)
C (2.7759, -1.8971, -15.4259)
Cl (1.9571, -2.0866, -13.8666)
Cl (2.6499, -3.4037, -16.3436)
Cl (2.0154, -0.5844, -16.3395)
Cl (4.4798, -1.5130, -15.1522)
C (1.9925, -0.2424, -4.8363)
Cl (0.4171, -0.4781, -5.6140)
Cl (3.2740, -0.4351, -6.0388)
Cl (2.0699, 1.3940, -4.1669)
Cl (2.2055, -1.4496, -3.5550)
C (1.1697, 5.5872, -4.0046)
Cl (1.8435, 4.2331, -3.0797)
Cl (-0.3754, 5.0988, -4.7143)
Cl (0.9172, 6.9646, -2.9268)
Cl (2.2922, 6.0399, -5.2892)
C (7.6946, 11.9125, 4.3617)
Cl (7.8696, 12.7531, 5.9087)
Cl (5.9776, 11.6523, 4.0265)
Cl (8.4045, 12.8947, 3.0728)
Cl (8.5281, 10.3534, 4.4362)

HOMO level = -11.65 eV
max |F| = 4.2 eV Å⁻¹
Kohn-Sham gap = 8.0 eV
spin multiplicity = 1
E = -1194868.96927 eV
charge = +1
relative energy (zero: lowest compared OMol25 entry of this formula, charge and spin) = 0.0 kcal per mole

What is the HOMO level in the second record? -14.73 eV

Among the records above, which one has the highest HOMO level? C54H156N12O18

HOMO level of number 1 (C54H156N12O18)? -8.77 eV

What is the formula in the third record? C28H12Cl92N5O3